[1]
Entry from OMol25: a 2-piece molecular cluster, C16H25BrO3PS overall in a non-equilibrium geometry (ωB97M-V/def2-TZVPD).

Each line ends with the natural charge from an NBO analysis.
Positions of all 47 atoms, in Å:
C 3.29338 0.89080 -0.58381  -0.55
C 2.10345 0.43369 0.17045  -0.15
C 1.26704 -0.97798 -0.06560  -0.82
P -0.34390 -0.75106 -1.09426  1.13
S -0.21145 1.41996 -1.02627  -0.46
C -0.68910 -2.65933 -1.17229  -0.80
C -2.32298 -2.92737 -1.42223  -0.15
C -3.18826 -3.74250 -0.52889  -0.50
C -1.30817 -0.73020 0.54686  -0.40
O -2.72897 -0.36554 0.45179  -0.57
C -3.01708 0.96768 0.99164  0.33
C -2.88605 1.46118 2.54784  -0.30
C -3.25850 3.03710 2.95415  -0.24
C -3.79337 4.11904 1.80559  -0.27
C -3.96809 3.63781 0.23838  -0.25
C -3.58059 2.08471 -0.11724  -0.24
C 0.50997 -0.67417 -2.76836  -0.89
C 1.78132 -1.59128 -3.10106  0.56
O 3.04554 -1.50668 -2.68390  -0.56
Br 1.49432 -3.09402 -4.45895  -0.11
H 4.19695 0.18790 -0.88069  0.22
H 3.33918 2.05078 -0.86000  0.21
H 1.74650 1.13033 1.07226  0.20
H 0.89440 -1.26269 1.03605  0.22
H 1.92986 -1.88831 -0.37327  0.24
H -1.62682 -0.58854 -1.78260  -0.13
H -0.49160 1.90351 0.25788  0.15
H -0.32119 -3.22032 -0.18434  0.21
H -0.17200 -3.20754 -2.05825  0.22
H -2.79254 -2.36669 -2.36572  0.21
H -4.34019 -3.43054 -0.49260  0.20
H -2.79516 -4.68434 0.07779  0.21
H -1.28150 -1.77497 1.12493  0.20
H -0.82632 0.03786 1.32396  0.19
H -2.49000 0.72455 3.37356  0.24
H -3.15409 3.47434 4.04361  0.23
H -4.05443 5.24723 2.04248  0.22
H -4.32746 4.31341 -0.65058  0.23
H -3.70122 1.73448 -1.25175  0.24
H -0.31927 -0.88600 -3.60259  0.26
H 0.82951 0.45949 -2.96941  0.29
C 6.62459 0.43780 2.09632  -0.24
O 5.38081 0.98208 2.49769  -0.74
H 7.39376 0.74649 2.80820  0.17
H 6.55921 -0.65291 2.08411  0.16
H 6.88190 0.80937 1.10145  0.16
H 4.71859 0.69136 1.84771  0.49

The calculation puts the HOMO energy at -0.160 hartree. For the HOMO-LUMO gap, the calculation gives 7.029 eV. The LUMO energy comes out at 2.664 eV. As for the total charge: -1. As for the energy relative to the best compared isomer or geometry (same formula, charge and spin): 1289.94 kJ/mol.

---

[2]
Entry from OMol25: one molecule with the formula C16H25Cl2NO4 in a non-equilibrium geometry (ωB97M-V/def2-TZVPD).

Each line ends with the natural charge from an NBO analysis.
Positions of all 48 atoms, in Å:
C 3.53126 2.42673 1.11025  -0.63
C 3.07053 1.99542 -0.43838  -0.42
C 1.44839 2.23515 -0.49870  -0.43
C 0.64653 1.13231 -1.45835  -0.42
C 0.73297 -0.40994 -0.89068  -0.46
C -0.48403 -0.84336 0.11823  0.29
C -1.97862 -0.26833 -0.23151  -0.57
C -2.35277 1.17229 0.45357  0.70
O -2.45783 1.42734 1.76692  -0.55
N -2.67686 2.36506 -0.47088  -0.51
C -4.11420 2.04379 -0.93211  -0.45
C -2.87974 3.63127 0.38753  -0.44
O -0.22844 -0.62643 1.58120  -0.54
C -1.25478 -1.52346 2.20998  0.99
O -2.09724 -1.27607 3.22484  -0.52
O -1.12170 -2.77899 1.39983  -0.54
C -0.35438 -2.51022 0.17432  0.22
C -1.30996 -3.17151 -1.01701  -0.66
C 1.11954 -3.18999 -0.05226  -0.06
Cl 1.48249 -3.82039 -1.79782  -0.04
C 2.18831 -3.36731 0.96789  0.05
C 3.68283 -4.02499 0.69543  -0.67
Cl 1.89057 -2.82070 2.75371  -0.02
H 4.56746 1.98155 1.42110  0.22
H 2.67189 1.99708 1.81773  0.21
H 3.48587 3.60326 1.12447  0.21
H 3.65098 2.72974 -1.16034  0.21
H 3.42504 0.91320 -0.70671  0.20
H 0.93188 2.33681 0.54574  0.22
H 1.29028 3.28555 -1.04326  0.21
H -0.43093 1.49455 -1.73653  0.23
H 1.26010 1.13163 -2.48268  0.21
H 0.64160 -1.11104 -1.85293  0.24
H 1.80326 -0.50546 -0.37427  0.26
H -2.86271 -1.00120 -0.00834  0.28
H -1.99607 -0.08801 -1.41155  0.25
H -4.15313 1.49507 -1.96482  0.22
H -4.77376 3.01856 -0.87089  0.23
H -4.56873 1.30568 -0.11228  0.20
H -3.14898 4.51532 -0.36650  0.20
H -1.90893 3.95975 0.95493  0.23
H -3.83331 3.54025 1.09381  0.21
H -1.09709 -2.66251 -2.07331  0.23
H -1.20791 -4.35965 -1.07038  0.25
H -2.47095 -2.98351 -0.82328  0.23
H 3.94700 -4.16664 -0.43507  0.26
H 4.47265 -3.23801 1.12222  0.24
H 3.82160 -4.98964 1.35712  0.25

The calculation puts the HOMO energy at -0.348 hartree. For the HOMO-LUMO gap, the calculation gives 9.630 eV. The LUMO energy comes out at 0.151 eV.

---

[3]
Entry from OMol25: C16H25ClI2InN3P2 as an isolated structure in a non-equilibrium geometry (ωB97M-V/def2-TZVPD).

Each line ends with the Mulliken charge.
Positions of all 50 atoms, in Å:
I 0.00906 2.66312 -1.86575  -0.06
I -0.11167 -3.19669 -2.20922  0.04
In 0.02154 -0.15994 -2.33215  1.01
P -2.56678 -0.18890 -2.45625  0.57
C -3.34325 -0.11694 -0.81119  -1.05
C -3.12318 1.24197 -3.43965  -1.11
H -4.18428 1.13254 -3.70976  0.47
H -4.21117 -1.58930 -3.60376  0.48
H -2.51404 1.28656 -4.35351  0.33
H -2.54070 -1.79873 -4.23691  0.35
H -3.03222 0.80595 -0.29940  0.28
H -2.96711 2.16468 -2.86570  0.35
C -3.14919 -1.67854 -3.33055  -1.20
H -4.44015 -0.13545 -0.90062  0.48
H -2.98998 -2.55705 -2.69086  0.35
H -3.00879 -0.98430 -0.22323  0.33
P 2.62667 -0.17107 -2.45269  0.55
C 3.49117 -0.06752 -0.85264  -1.04
C 3.20288 -1.66344 -3.32550  -1.13
H 2.56298 1.30372 -4.36065  0.33
H 4.23552 1.14518 -3.72175  0.47
H 3.02577 2.17963 -2.87389  0.37
C 3.17512 1.25644 -3.44949  -1.12
H 2.60650 -1.78316 -4.24091  0.33
H 4.26820 -1.56880 -3.58467  0.47
H 4.57742 0.00889 -1.01072  0.47
H 3.25899 -0.95252 -0.24133  0.33
H 3.04046 -2.53973 -2.68366  0.33
H 3.14432 0.83646 -0.33185  0.32
Cl 0.04578 -0.22081 -4.77633  -0.43
N -0.87412 1.63154 8.86440  -0.42
C -0.72782 1.39006 7.72781  -0.05
C -0.51349 1.08137 6.34456  0.43
C -1.34359 1.59158 5.33228  -1.03
C -1.10995 1.26218 3.98867  -0.40
C -0.06309 0.37825 3.68599  1.77
C 0.79442 -0.09927 4.68808  -0.47
C 0.56305 0.24474 6.01849  -0.92
N 0.11586 -0.09710 2.37757  0.32
C 0.85569 -1.23116 2.03780  -0.25
C 0.82229 -1.32561 0.68544  -1.15
N 0.07288 -0.28014 0.17451  0.28
C -0.34817 0.43967 1.21373  -0.65
H -2.17776 2.23644 5.60580  0.43
H -1.74685 1.65733 3.19794  0.27
H 1.64963 -0.73965 4.44938  0.26
H 1.22476 -0.15979 6.79026  0.44
H 1.32678 -1.88385 2.74704  0.40
H 1.29011 -2.11102 0.09263  0.47
H -0.92053 1.36216 1.21220  0.40

The calculation puts the HOMO energy (spin up / spin down) at -0.513 / -0.514 hartree. For the HOMO-LUMO gap (spin up / spin down), the calculation gives 2.739 / 2.868 eV. The LUMO energy (spin up / spin down) comes out at -11.221 / -11.112 eV. As for the total charge: +2.

---

[4]
Entry from OMol25: a 2-piece molecular cluster, C16H25F3NO2 overall in a non-equilibrium geometry (ωB97M-V/def2-TZVPD).

Each line ends with the Mulliken spin population.
Positions of all 47 atoms, in Å:
C -2.82407 3.62283 -1.11451  0.00
C -2.57976 2.26659 -1.47200  0.00
C -2.31975 0.65013 -1.47648  0.00
C -1.07970 0.16873 -0.46114  -0.02
C -1.58504 0.56542 1.05080  0.08
C -0.50964 0.27268 2.24831  0.06
C -0.68976 1.44748 3.42216  0.81
F -1.25325 1.09066 4.76375  0.07
C -0.33238 2.87958 3.20956  0.86
F 1.00661 3.48503 3.39764  0.04
F -1.46838 3.79197 2.81355  0.05
C -1.00755 -1.45864 -0.61238  -0.01
C 0.47635 -2.12415 -0.60799  -0.03
C 0.29335 -3.65747 -1.25346  0.00
C 1.10686 -2.39384 0.91135  -0.01
N 1.53293 -1.44382 -1.42901  -0.32
O 2.00137 -2.19290 -2.44119  -0.60
C 1.12820 -0.09921 -1.97418  0.00
C 2.55923 0.69961 -2.31341  -0.02
C 0.38410 -0.24602 -3.46470  -0.01
C 0.32023 0.87423 -0.93345  -0.01
H -2.77231 4.77030 -0.78864  0.00
H -2.20903 0.23403 -2.56356  0.00
H -3.28818 0.11927 -1.02310  0.00
H -1.95725 1.66732 1.17702  -0.01
H -2.53447 -0.12468 1.26929  0.01
H -0.68954 -0.79126 2.75747  0.00
H 0.61701 0.30888 1.93669  0.03
H -1.52720 -1.73630 -1.63176  0.00
H -1.69436 -1.93681 0.23852  0.00
H -0.53882 -4.16398 -0.56303  0.00
H 1.24989 -4.32060 -1.13298  0.00
H -0.16455 -3.64296 -2.33438  0.00
H 0.17127 -2.59881 1.62398  0.00
H 1.70700 -1.47117 1.30829  0.01
H 1.72970 -3.41185 0.94423  0.00
H 3.46026 -0.02912 -2.47633  0.00
H 2.82199 1.38392 -1.38858  0.00
H 2.36149 1.36330 -3.27532  0.00
H -0.29724 0.69732 -3.58863  0.00
H -0.19035 -1.27365 -3.51959  0.00
H 1.18487 -0.23212 -4.33377  0.00
H 1.07603 1.10351 -0.03906  0.00
H 0.18421 1.91604 -1.48562  0.00
O 2.16764 1.00884 5.75304  0.00
H 2.68349 1.78628 5.49145  0.00
H 1.28848 1.17541 5.38113  0.00

The multiplicity is 2. The calculation puts the HOMO energy (spin up / spin down) at -0.354 / -0.335 hartree. For the HOMO-LUMO gap (spin up / spin down), the calculation gives 9.200 / 7.798 eV. The LUMO energy (spin up / spin down) comes out at -0.444 / -1.327 eV.

---

[5]
Entry from OMol25: a 2-piece molecular cluster, C16H25N2O10 overall in a non-equilibrium geometry (ωB97M-V/def2-TZVPD).

Each line ends with the natural charge from an NBO analysis.
Positions of all 53 atoms, in Å:
O -2.24700 3.65210 5.86060  -0.66
O -0.69909 0.79159 -0.59372  -0.81
O 1.66781 0.08619 -3.98556  -0.51
O 4.61230 -4.26357 -2.40865  -0.60
O -3.42633 0.39895 3.75323  -0.65
O -0.90499 2.90860 -1.19324  -0.73
O 4.85796 -4.37844 -4.65611  -0.69
O -0.58036 -0.84668 -2.49733  -0.77
O -0.48647 -3.52471 -1.99372  -0.74
O 2.41909 -3.25772 -5.05881  -0.72
C -1.45495 2.72890 5.71882  0.68
C -1.12823 1.95673 -0.41814  0.77
C 1.81364 -0.93700 -3.32216  0.57
C 4.19547 -4.01148 -3.52867  0.78
C -3.40329 1.58604 3.43825  0.67
N -4.55784 2.19524 3.14531  -0.61
N -1.25279 2.10646 4.56286  -0.59
C -0.63771 2.24373 6.89131  -0.70
C -4.75991 3.59930 2.79156  -0.42
C 4.17728 -1.03249 -4.29561  -0.61
C -1.99590 2.23936 0.81305  -0.50
C 0.69579 -1.51903 -2.44229  -0.02
C 1.76955 -3.78030 -2.81266  -0.41
C 0.47708 -2.96297 -2.88054  0.08
C 3.15010 -1.69643 -3.34862  -0.34
C 2.88719 -3.18511 -3.69996  0.17
C -1.25079 1.93481 2.11879  -0.39
C -2.05971 2.34529 3.36135  -0.13
H 5.63058 -4.86707 -4.33374  0.50
H -0.60357 -0.08352 -1.83076  0.53
H -1.16613 -2.83365 -1.84698  0.50
H 3.17212 -3.14506 -5.66677  0.48
H -5.36799 1.59807 3.19808  0.40
H -0.62225 1.32307 4.53905  0.40
H -0.84342 2.87943 7.75018  0.23
H 0.41905 2.29458 6.63899  0.22
H -0.91904 1.21727 7.11713  0.23
H -5.82409 3.79579 2.65544  0.20
H -4.24099 3.82941 1.85935  0.21
H -4.38064 4.24264 3.58921  0.21
H 5.13382 -1.56165 -4.27727  0.20
H 4.36078 0.00082 -3.98299  0.24
H 3.80643 -1.01413 -5.32521  0.22
H -2.28832 3.29217 0.81983  0.20
H -2.90388 1.63541 0.75599  0.21
H 1.04566 -1.50206 -1.40525  0.19
H 2.10264 -3.82425 -1.77076  0.23
H 1.55790 -4.80394 -3.13531  0.22
H 0.08704 -2.96943 -3.90604  0.18
H 3.55876 -1.65085 -2.33445  0.24
H -1.02596 0.86785 2.16778  0.22
H -0.31014 2.48836 2.11741  0.21
H -2.25627 3.41334 3.28777  0.22

The calculation puts the HOMO energy at -0.186 hartree. For the HOMO-LUMO gap, the calculation gives 7.142 eV. The LUMO energy comes out at 2.084 eV. As for the total charge: -1.